(1)
C28H16Cl5IPRe | wB97M-V/def2-TZVPD

Cartesian coordinates (Å):
Re -0.257 1.123 1.849
I 0.750 -0.956 3.074
C -0.049 -2.748 2.221
C -0.113 -3.746 3.166
C -0.430 -5.048 2.780
C -0.619 -5.310 1.450
C -0.560 -4.289 0.473
C -0.745 -4.642 -0.880
C -0.744 -3.697 -1.869
C -0.577 -2.359 -1.518
C -0.391 -1.951 -0.203
P -0.343 -0.118 -0.184
C -1.898 0.470 -0.864
C -3.051 -0.321 -0.877
C -4.214 0.190 -1.428
C -4.236 1.481 -1.944
C -3.097 2.282 -1.901
C -1.930 1.787 -1.352
C 1.030 0.332 -1.272
C 0.835 0.774 -2.578
C 1.939 0.999 -3.386
C 3.221 0.788 -2.895
C 3.412 0.352 -1.590
C 2.318 0.119 -0.776
C -0.322 -2.919 0.840
H 0.105 -3.541 4.207
H -0.491 -5.829 3.524
H -0.825 -6.320 1.119
H -0.875 -5.688 -1.125
H -0.882 -3.972 -2.905
H -0.608 -1.616 -2.305
H -3.034 -1.327 -0.478
H -5.105 -0.422 -1.458
H -5.147 1.868 -2.382
H -3.121 3.284 -2.309
H -1.032 2.397 -1.327
H -0.159 0.938 -2.975
H 1.796 1.333 -4.405
H 4.076 0.952 -3.537
H 4.412 0.179 -1.212
H 2.451 -0.247 0.234
Cl -1.332 3.116 1.769
C 0.297 3.705 2.104
C 1.165 2.610 2.026
C 2.516 2.818 2.316
Cl 3.618 1.526 2.339
C 2.944 4.114 2.648
Cl 4.578 4.393 3.007
C 2.024 5.183 2.711
Cl 2.546 6.722 3.153
C 0.643 4.984 2.432
Cl -0.488 6.245 2.495

Forces on atoms 1 to 2 (eV/Å):
Re 2.4 -0.8 0.3
I -0.6 0.2 -0.6

Summary:
Charge: +3
F_max: 2.6 eV/A
Spin multiplicity: 2
⟨S²⟩: 0.91
Lowest unoccupied orbital energy (alpha / beta): -12.97 / -12.18 eV
HOMO-LUMO gap (alpha / beta): 0.147 / 0.181 Eh

=====

(2)
C28H16Cl5N2Ru | wB97M-V/def2-TZVPD

Cartesian coordinates (Å):
Ru -1.627 -0.051 -1.060
Cl -1.509 -1.077 1.666
C -1.113 0.626 1.656
C -1.186 1.152 0.397
C -0.852 2.464 0.205
Cl -0.888 2.948 -1.463
C -0.469 3.278 1.262
Cl -0.112 4.933 0.993
C -0.388 2.718 2.545
Cl 0.100 3.692 3.874
C -0.704 1.368 2.750
Cl -0.591 0.641 4.297
C 0.273 -0.425 -1.051
C 1.467 -0.505 -0.736
C 2.552 -0.448 0.091
C 3.297 -1.648 0.443
C 2.679 -2.902 0.359
C 3.380 -4.045 0.689
C 4.713 -3.952 1.074
C 5.345 -2.717 1.131
C 4.640 -1.567 0.827
C 2.909 0.862 0.630
C 3.358 0.977 1.951
C 3.579 2.229 2.500
C 3.394 3.368 1.728
C 2.966 3.261 0.408
C 2.699 2.019 -0.131
H 1.643 -2.958 0.052
H 2.895 -5.010 0.643
H 5.265 -4.849 1.325
H 6.389 -2.653 1.408
H 5.138 -0.606 0.848
H 3.480 0.090 2.558
H 3.892 2.316 3.531
H 3.576 4.345 2.157
H 2.828 4.151 -0.190
H 2.352 1.925 -1.152
N -5.997 0.218 -1.222
C -4.882 0.666 -0.607
N -3.791 0.171 -1.127
C -4.224 -0.670 -2.168
C -3.474 -1.440 -3.063
C -4.165 -2.181 -3.997
C -5.568 -2.151 -4.047
C -6.318 -1.387 -3.179
C -5.615 -0.643 -2.236
H -6.936 0.488 -0.978
H -4.917 1.361 0.217
H -2.384 -1.473 -3.067
H -3.628 -2.792 -4.709
H -6.074 -2.743 -4.798
H -7.398 -1.372 -3.237

Forces on atoms 1 to 2 (eV/Å):
Ru 0.0 0.0 0.3
Cl -0.1 0.0 -0.2

Summary:
Charge: +1
F_max: 0.8 eV/A
Spin multiplicity: 1
Lowest unoccupied orbital energy: -4.37 eV
HOMO-LUMO gap: 0.241 Eh

=====

Q: Which of these has the lowest spin multiplicity?
A: C28H16Cl5N2Ru